The following is a quantum chemistry calculation of 2 unconnected molecules or ions with the total composition C6H15Cl2NO3P, from the Open Molecules 2025 dataset.

## Properties
Energy relative to the best compared isomer or geometry (same formula, charge and spin) = 484.4 kJ/mol
E_LUMO = -0.1504 Ha
E_tot = -1779.48980 Eh
Net charge = +1

Each line ends with the natural charge from an NBO analysis.
Positions of all 28 atoms, in Å:
C -2.6409 -0.3133 0.0424  -0.69
C -1.5204 -2.5637 -0.4726  -0.68
C 1.5643 -1.5325 1.4763  -0.63
C 1.9046 -0.1179 -0.6821  -0.64
C -1.4431 -1.1429 -0.0356  0.50
C 1.0519 -1.1230 0.0941  -0.05
N -0.3411 -0.5949 0.2504  -0.46
O -0.5301 4.0607 -0.7531  -0.99
O 0.1512 2.1267 0.8957  -0.86
O 1.2292 2.6001 -1.5734  -0.84
P -0.1387 2.4867 -0.7814  1.64
Cl 1.1457 3.2952 1.7233  0.27
Cl 2.6183 3.5430 -1.2191  0.30
H -2.6757 0.4035 -0.7732  0.27
H -3.4186 -1.0316 0.2052  0.25
H -2.5697 0.3450 0.8032  0.24
H -0.6511 -2.7664 -0.9848  0.24
H -2.4569 -2.6096 -1.0756  0.26
H -1.6809 -3.2178 0.3729  0.28
H 2.4692 -1.9883 1.4549  0.24
H 1.5514 -0.5543 2.0782  0.22
H 1.0889 -2.4421 2.0166  0.24
H 1.9794 0.7613 -0.0222  0.22
H 1.3274 0.2034 -1.5560  0.23
H 2.8607 -0.5254 -1.1193  0.26
H -0.2650 0.4188 0.5631  0.45
H 0.8363 -2.0456 -0.4699  0.20
H -1.4464 4.3249 -0.4580  0.53